This record from the Open Molecules 2025 dataset describes a 5-piece molecular cluster, C43H61BrIN6O8P overall. The level of theory is the ωB97M-V functional and the def2-TZVPD basis.

## Properties
HOMO-LUMO gap   7.613 eV
Strongest force on any atom   11.257 eV/A
SMILES string   COCCCCCCCCCCC[C@@H](CC(C)C)OC[C@@](ON=O)(O[C@@H](CC(=O)I)N=C=O)P(O)Br.c1ccncc1.c1ccncc1.c1ccncc1.c1ccncc1

CARTESIAN COORDINATES (ANGSTROEM)
C 6.730 3.155 3.748
O 7.420 1.855 3.810
C 6.586 0.823 4.465
C 5.327 0.301 3.505
C 5.463 -1.272 3.054
C 4.073 -1.954 2.505
C 3.021 -0.897 1.814
C 3.698 -0.073 0.542
C 3.143 -0.592 -0.917
C 4.157 0.011 -2.057
C 3.544 1.250 -2.941
C 2.727 2.379 -2.070
C 1.109 2.186 -2.445
C 0.126 2.929 -1.358
C -1.235 3.586 -1.979
C -2.170 2.596 -2.879
C -2.187 1.023 -2.426
C -1.898 2.723 -4.525
O -0.087 2.020 -0.208
C -0.712 2.712 0.929
C -0.651 1.785 2.321
O -1.947 1.740 3.012
N -1.693 1.661 4.350
O -2.579 1.030 4.919
O 0.038 0.510 2.153
C -0.830 -0.607 1.788
C -1.461 -1.428 3.104
C -1.242 -3.064 2.953
O -2.296 -3.833 2.662
I 0.744 -3.950 3.242
N -1.884 -0.300 0.734
C -2.140 -1.463 0.005
O -2.824 -2.495 -0.552
P 0.501 2.825 3.506
O -0.252 4.367 3.812
Br 2.463 3.308 2.460
H 6.278 3.303 2.656
H 7.421 4.083 3.943
H 5.805 3.146 4.495
H 7.299 -0.115 4.635
H 6.213 1.161 5.539
H 5.415 0.941 2.502
H 4.296 0.551 4.014
H 5.809 -1.874 3.998
H 6.301 -1.304 2.204
H 3.519 -2.457 3.436
H 4.369 -2.819 1.743
H 2.642 -0.132 2.625
H 2.096 -1.473 1.384
H 3.473 1.071 0.756
H 4.880 -0.226 0.515
H 2.015 -0.318 -1.069
H 3.234 -1.781 -0.966
H 4.422 -0.893 -2.783
H 5.196 0.352 -1.589
H 2.931 0.794 -3.840
H 4.480 1.796 -3.440
H 3.009 3.443 -2.532
H 2.936 2.363 -0.919
H 1.009 2.608 -3.545
H 0.956 1.002 -2.474
H 0.763 3.840 -0.921
H -1.926 4.107 -1.178
H -0.882 4.467 -2.705
H -3.291 2.987 -2.746
H -3.040 0.861 -1.623
H -2.546 0.405 -3.383
H -1.151 0.572 -2.125
H -2.550 1.905 -5.101
H -2.287 3.805 -4.821
H -0.764 2.674 -4.807
H -1.864 2.915 0.727
H -0.245 3.786 1.147
H -0.117 -1.418 1.276
H -2.610 -1.209 3.098
H -1.038 -0.996 4.121
H 0.460 5.065 4.019
C -3.168 8.711 -1.800
C -1.970 8.510 -1.122
C -1.689 7.238 -0.650
N -2.513 6.180 -0.806
C -3.670 6.405 -1.466
C -4.037 7.640 -1.978
H -3.422 9.694 -2.186
H -1.272 9.325 -0.966
H -0.765 7.031 -0.117
H -4.316 5.539 -1.576
H -4.978 7.763 -2.502
C -2.411 -5.367 -3.291
C -2.272 -6.183 -4.409
C -1.639 -5.663 -5.526
N -1.151 -4.405 -5.595
C -1.302 -3.636 -4.495
C -1.917 -4.068 -3.331
H -2.900 -5.741 -2.396
H -2.647 -7.200 -4.410
H -1.503 -6.261 -6.422
H -0.904 -2.628 -4.576
H -2.009 -3.407 -2.476
C -5.801 -0.511 8.651
C -6.290 0.527 9.437
C -5.885 1.819 9.143
N -5.037 2.130 8.138
C -4.578 1.101 7.393
C -4.928 -0.223 7.608
H -6.098 -1.537 8.851
H -6.971 0.336 10.258
H -6.241 2.664 9.725
H -3.896 1.376 6.593
H -4.530 -1.009 6.977
C 0.299 -10.796 -6.746
C 0.847 -9.968 -7.720
C 0.143 -8.833 -8.088
N -1.049 -8.483 -7.558
C -1.557 -9.307 -6.615
C -0.926 -10.461 -6.179
H 0.823 -11.694 -6.431
H 1.800 -10.201 -8.182
H 0.531 -8.153 -8.842
H -2.517 -9.005 -6.206
H -1.380 -11.085 -5.417

Löwdin atomic charge list, values in e, 5 entries:
1 C -0.13
2 O -0.27
3 C -0.21
4 C -0.18
5 C -0.22